# C2H3Br2N

A structure of composition C2H3Br2N (wB97M-V/def2-TZVPD, the OMol25 dataset).

Structure (XYZ):
```
8
Properties=species:S:1:pos:R:3:forces:R:3:lowdin_charge:R:1
C 1.320147 -0.091494 0.457203 -2.550 -2.023 -0.626 -1.297
C -1.165561 -0.029314 -0.292430 0.759 0.560 -1.776 -0.253
N -0.093323 -0.929480 0.010671 3.831 2.577 0.829 -0.046
Br 2.867388 -1.082523 0.384208 -0.150 0.021 -0.146 0.660
Br 1.346457 1.712742 0.721713 0.004 0.447 -0.008 0.690
H -1.864182 -0.795965 -0.001665 -1.914 0.689 -0.436 0.061
H -1.147623 0.220867 -1.469890 -0.286 -0.837 2.270 0.137
H -1.263304 0.995169 0.190187 0.307 -1.434 -0.106 0.049
```
Positions in Å, forces in eV/Å.

Results
**E_HOMO (alpha / beta)**: -7.605 / -10.325 eV
**E_LUMO (alpha / beta)**: 0.0176 / -0.0604 Ha
**Gap between HOMO and LUMO (alpha / beta)**: 0.29713 / 0.31904 hartree
**⟨S²⟩**: 2.009
**2S+1**: 3

***

# C2H3Br2O2P

A structure of composition C2H3Br2O2P (wB97M-V/def2-TZVPD, the OMol25 dataset).

Structure (XYZ):
```
10
Properties=species:S:1:pos:R:3:forces:R:3:lowdin_charge:R:1
C -2.426496 0.871399 0.995944 1.626 -0.061 -0.127 -0.518
C 0.526025 0.047505 -0.149481 0.302 -1.764 -1.105 -1.486
O -1.645005 0.814605 1.837842 0.263 -0.066 1.840 0.167
O -3.010301 0.925912 0.023543 -2.216 0.156 -1.594 0.196
P 2.318322 -0.314031 -0.487890 0.122 -1.233 -0.994 0.678
Br -0.553672 -1.496332 -0.813074 -0.143 0.651 0.098 0.537
Br 0.143580 1.721731 -0.863583 -0.568 1.267 -0.973 0.668
H 0.192575 0.124579 0.848893 0.388 -0.230 1.153 -0.062
H 2.154646 -1.231686 -1.710232 0.012 1.450 1.431 -0.059
H 2.300323 -1.463679 0.318042 0.214 -0.171 0.271 -0.121
```
Positions in Å, forces in eV/Å.

Results
**E_HOMO**: -9.684 eV
**E_LUMO**: 0.0076 Ha
**Gap between HOMO and LUMO**: 0.36343 hartree

***

# C2H3BrCl2O

An isolated molecule of C2H3BrCl2O (wB97M-V/def2-TZVPD, the OMol25 dataset).

Structure (XYZ):
```
9
Properties=species:S:1:pos:R:3:forces:R:3:lowdin_charge:R:1
O -1.213614 -0.680465 -0.804026 -3.107 -0.788 -0.116 -0.132
C -0.739744 -0.397766 0.423500 3.008 1.128 -0.094 -1.280
Cl -1.425807 1.182449 1.195587 0.203 -1.319 -0.642 0.514
Cl -0.772129 -1.719987 1.648576 -0.602 0.511 -0.474 0.576
C 0.860167 -0.034595 0.125837 -2.476 2.336 0.511 -0.675
Br 1.759997 -1.611948 -0.516780 0.102 0.641 0.192 0.644
H -2.208010 -0.962330 -0.873426 2.636 0.781 0.722 0.180
H 1.253425 0.457892 1.085932 -0.164 -1.289 -1.477 0.075
H 0.786149 0.824661 -0.676868 0.400 -2.001 1.379 0.099
```
Positions in Å, forces in eV/Å.

Results
**E_HOMO**: -10.404 eV
**E_LUMO**: 0.0177 Ha
**SMILES**: OC(Cl)(Cl)CBr
**Gap between HOMO and LUMO**: 0.40005 hartree

***

# C2H3BrClNO

A cluster of 2 separate species, C2H3BrClNO in total (wB97M-V/def2-TZVPD, the OMol25 dataset).

Structure (XYZ):
```
9
Properties=species:S:1:pos:R:3:forces:R:3:lowdin_charge:R:1
C 2.298430 -0.604022 -0.328918 -4.414 2.769 0.689 -0.856
C 0.233483 -0.079837 0.696117 -0.404 -1.575 -7.248 -0.134
N -0.135709 1.092750 0.003950 -1.210 -2.151 -0.952 -0.560
O 2.632839 0.223602 -1.097620 0.838 -0.943 -0.296 -0.076
Cl 3.056014 -1.897723 0.386455 1.609 -1.686 0.562 0.684
Br 1.097596 2.462742 0.044354 -0.106 0.554 0.038 0.721
H 0.680861 -0.001004 1.573303 1.467 0.352 3.999 -0.007
H -0.329150 -1.025946 0.335359 0.917 1.860 1.106 0.114
H -0.544429 0.869713 -0.971361 1.303 0.820 2.102 0.114
```
Positions in Å, forces in eV/Å.

Results
**E_HOMO**: -7.613 eV
**E_LUMO**: -0.0006 Ha
**Gap between HOMO and LUMO**: 0.27921 hartree

***

# C2H3BrClNO

A cluster of 2 separate species, C2H3BrClNO in total (wB97M-V/def2-TZVPD, the OMol25 dataset).

Structure (XYZ):
```
9
Properties=species:S:1:pos:R:3:forces:R:3:lowdin_charge:R:1
C -1.345406 1.542091 0.463999 1.878 0.486 -0.464 -0.405
C 0.745417 -0.972876 -0.350766 -0.599 -1.224 -0.763 -0.802
N -2.299334 1.301803 -0.226492 0.875 1.448 0.628 0.222
O -0.324565 1.925163 0.937424 -1.736 -0.371 -0.225 0.039
Cl 0.066144 -1.350682 1.217415 -0.399 -0.207 0.591 0.372
Br 2.469513 0.372472 0.201218 -0.641 1.860 -0.051 0.614
H 1.200823 -2.002756 -0.609943 0.310 1.597 0.282 -0.052
H 1.522858 1.628340 0.214018 1.263 -2.154 0.009 -0.053
H -2.849383 0.502299 -0.262241 -0.952 -1.436 -0.008 0.065
```
Positions in Å, forces in eV/Å.

Results
**E_HOMO**: -8.256 eV
**E_LUMO**: 0.0067 Ha
**Gap between HOMO and LUMO**: 0.31013 hartree

***

# C2H3BrFN

A cluster of 2 separate species, C2H3BrFN in total (wB97M-V/def2-TZVPD, the OMol25 dataset).

Structure (XYZ):
```
8
Properties=species:S:1:pos:R:3:forces:R:3:lowdin_charge:R:1
F 1.302762 -0.416515 1.076218 0.214 -0.413 -0.129 0.138
C 0.791621 0.214195 0.060859 -0.916 1.226 -0.983 -0.450
N 0.583931 0.158106 -1.163673 0.687 -1.032 0.409 0.182
C 0.064867 1.373702 -0.386503 0.216 0.066 0.809 -0.066
H -1.002984 1.433068 -0.237052 -0.185 0.038 -0.075 0.079
H 0.584530 2.306569 -0.554469 -0.002 0.135 -0.060 0.079
Br -1.641822 -2.579802 0.091193 -0.278 -0.021 -0.252 0.343
H -0.682906 -2.489323 1.113428 0.265 0.001 0.282 -0.305
```
Positions in Å, forces in eV/Å.

Results
**E_HOMO**: -10.722 eV
**E_LUMO**: 0.0253 Ha
**SMILES**: FC1=NC1.Br
**Gap between HOMO and LUMO**: 0.41934 hartree

***

# C2H3BrI2

A structure of composition C2H3BrI2 (wB97M-V/def2-TZVPD, the OMol25 dataset).

Structure (XYZ):
```
8
Properties=species:S:1:pos:R:3:forces:R:3:lowdin_charge:R:1
C -0.255848 0.972960 0.579655 1.947 -3.141 -2.732 -0.715
C -0.043917 -0.928382 -0.563533 -0.423 3.714 1.453 -1.210
Br -1.030729 -0.462196 -2.194555 0.742 -0.653 0.980 0.523
I 0.734910 0.600925 2.331072 -0.542 0.174 0.714 0.760
I 2.036931 -1.152382 -0.594167 -0.373 -0.427 -0.519 0.717
H 0.418306 1.560924 -0.042423 -0.578 0.088 -0.025 -0.022
H -1.285172 0.956030 0.323012 -0.883 0.469 0.784 -0.029
H -0.574481 -1.547879 0.160938 0.109 -0.224 -0.655 -0.024
```
Positions in Å, forces in eV/Å.

Results
**E_HOMO**: -8.562 eV
**E_LUMO**: -0.0046 Ha
**Gap between HOMO and LUMO**: 0.31008 hartree

***

# C2H3BrINO

A structure of composition C2H3BrINO (wB97M-V/def2-TZVPD, the OMol25 dataset).

Structure (XYZ):
```
9
Properties=species:S:1:pos:R:3:forces:R:3:lowdin_charge:R:1
C 0.198300 -0.174130 -0.734340 0.188 2.387 -0.396 -0.729
C 0.069360 1.109417 0.048490 1.306 1.217 -1.218 -0.064
N -0.608020 -1.119054 -0.176916 -1.298 0.179 1.343 -0.602
O 0.856423 -0.295933 -1.746917 -0.336 -0.263 0.466 0.053
Br -0.170956 -2.726269 -0.598750 0.461 -2.849 -0.841 0.833
I -0.556193 -1.158353 2.566581 -0.088 -0.150 -0.134 0.379
H -0.224286 0.950098 1.060510 0.364 -0.036 0.612 -0.070
H -0.644073 1.864586 -0.310133 0.063 -0.568 -0.577 0.095
H 1.079445 1.549638 -0.108526 -0.659 0.082 0.745 0.104
```
Positions in Å, forces in eV/Å.

Results
**E_HOMO (alpha / beta)**: -9.834 / -9.991 eV
**E_LUMO (alpha / beta)**: -0.1030 / -0.1081 Ha
**Gap between HOMO and LUMO (alpha / beta)**: 0.25842 / 0.25909 hartree

***

Calculated F_max, 0.0912, 0.0532, 0.0669, 0.1445, 0.0486, 0.0354, 0.0894, 0.0585 hartree/bohr (same order as the records).
Calculated ΔE to the lowest compared entry with this formula, charge and spin, 120.6, 57.2, 32.2, 381.9, 395.5, 72.6, 227.3, 221.2 kJ/mol (same order as the records).